Record 1
The following is a DFT calculation (ωB97M-V/def2-TZVPD) of a molecular structure, C18H32IrN4S4.

Structure (XYZ):
```
59
Properties=species:S:1:pos:R:3:forces:R:3:lowdin_spin:R:1
Ir -0.18222 -0.70520 -1.33449 -0.4 -0.1 -0.2 1.04
C -2.34247 2.74471 -1.02635 0.0 0.1 -0.1 0.00
C -2.11198 2.13556 -2.42338 0.0 0.1 0.0 0.00
N -2.29786 0.69853 -2.44654 -0.1 0.0 -0.1 0.05
C -3.57888 0.20513 -1.98929 0.0 0.0 0.0 0.01
C -3.46097 -1.00381 -1.04163 -0.1 -0.1 0.0 0.01
N -2.28282 -0.99386 -0.16919 0.4 -0.1 -0.1 0.02
C -2.42824 -0.24521 1.08151 -0.1 0.1 0.1 0.00
C -2.77646 1.23016 0.89892 0.0 0.0 0.2 0.00
N -1.84012 1.96627 0.08162 0.2 0.0 0.0 0.00
H -1.87129 3.73545 -1.03433 0.0 0.0 0.0 0.00
H -3.40899 2.92998 -0.86147 0.0 0.0 0.0 0.00
H -2.77207 2.67206 -3.12900 0.1 0.0 0.0 0.00
H -1.08292 2.31901 -2.74128 0.0 0.0 0.0 0.00
H -1.99586 0.29379 -3.32179 0.0 0.0 0.0 0.01
H -4.09567 1.01891 -1.48280 0.0 0.0 0.0 0.00
H -4.23367 -0.09727 -2.81807 0.0 0.0 0.0 0.00
H -4.38303 -1.07268 -0.44431 0.0 0.0 0.0 0.00
H -3.39555 -1.90880 -1.64411 0.0 0.0 0.0 0.00
H -2.06797 -1.95693 0.06492 -0.1 0.0 0.1 0.00
H -3.22099 -0.68665 1.70601 0.1 0.0 0.0 0.00
H -1.48183 -0.33830 1.61814 0.0 0.0 0.0 0.00
H -3.79558 1.31824 0.50388 0.0 0.0 0.0 0.00
H -2.82068 1.65421 1.91444 0.0 0.0 0.0 0.00
H -1.07170 1.36746 -0.21000 0.0 0.0 0.0 0.00
S 1.24304 0.03791 -2.93961 0.1 -0.2 0.2 0.22
S 2.15243 -1.42687 -3.96324 0.2 0.3 0.1 0.58
S -0.09388 -2.97861 -4.30766 -0.3 -0.2 -0.1 0.64
S -1.07757 -2.41064 -2.70451 0.0 0.1 0.0 0.42
C 0.50618 -3.24051 1.57844 0.0 0.0 0.0 0.00
C 1.95598 -2.97354 1.18528 0.1 -0.1 0.0 0.01
C 2.25116 -3.35777 -0.26681 -0.1 0.0 0.0 0.00
C 2.45497 -1.58387 1.53929 -0.1 0.2 -0.1 0.09
C 3.52554 -1.54170 2.41516 0.0 0.0 0.1 -0.01
C 4.13283 -0.35313 2.78186 0.1 0.0 0.1 0.09
C 3.65586 0.82449 2.24089 0.1 0.0 0.0 -0.01
C 2.58020 0.86539 1.36539 0.0 -0.1 0.0 0.09
C 2.17848 2.25900 0.92053 0.0 0.1 0.1 0.01
C 1.01960 2.76771 1.78199 0.0 0.0 0.0 0.01
C 1.92334 2.46049 -0.56731 0.0 0.0 0.0 0.01
C 1.92294 -0.35468 0.99969 0.1 -0.2 -0.1 0.06
N 0.84868 -0.38203 0.17806 0.2 0.2 0.2 0.64
H 0.26163 -4.29207 1.41348 0.0 0.0 0.0 0.00
H -0.15844 -2.63564 0.97500 -0.2 0.1 -0.1 0.00
H 0.33529 -3.00589 2.63177 0.0 0.0 0.0 0.00
H 2.55718 -3.64894 1.80890 0.0 0.1 -0.1 0.00
H 1.69619 -2.74352 -0.97386 0.0 0.0 0.0 0.00
H 1.98025 -4.40182 -0.43901 0.0 0.0 0.0 0.00
H 3.31369 -3.24175 -0.48256 0.0 0.0 0.0 0.00
H 3.90393 -2.47815 2.81169 0.0 0.0 0.0 0.00
H 4.97463 -0.34796 3.46173 0.0 0.0 0.0 0.01
H 4.13786 1.76116 2.50054 0.0 0.0 0.0 0.00
H 3.04739 2.88597 1.15897 -0.1 0.0 0.0 0.00
H 0.12086 2.18060 1.60945 0.0 0.0 0.0 0.00
H 0.78380 3.80547 1.53505 0.0 0.0 0.0 0.00
H 1.27743 2.71329 2.84141 0.0 0.0 0.0 0.00
H 1.02222 1.95957 -0.89985 -0.1 -0.1 0.0 0.00
H 2.74325 2.06796 -1.16772 0.0 0.0 0.0 0.00
H 1.82290 3.52935 -0.77381 0.0 0.0 0.0 0.00
```
Forces are in eV/Å.

## Properties
gap between HOMO and LUMO (alpha / beta)	0.1976 / 0.2167	Ha
net charge	-1
E_HOMO (alpha / beta)	-0.1013 / -0.1378	Ha
spin multiplicity	5
LUMO level (alpha / beta)	2.62 / 2.15	eV
energy relative to the best compared isomer or geometry (same formula, charge and spin)	0.725	eV

Record 2
The following is a DFT calculation (ωB97M-V/def2-TZVPD) of a molecular structure, C18H33B4CaF16MnN7O3.

Structure (XYZ):
```
83
Properties=species:S:1:pos:R:3:forces:R:3:lowdin_spin:R:1
Mn 0.87242 -17.30158 7.85726 0.1 -0.4 -0.1 4.76
Ca 2.35975 -14.42102 11.98290 -0.9 -0.3 -0.9 0.00
N -0.54293 -14.90487 9.69249 0.3 0.7 -1.1 0.01
O -0.16406 -15.89344 9.02193 -0.4 0.1 0.5 0.04
O 0.18026 -14.50029 10.63020 0.1 0.0 0.6 0.00
O -1.56566 -14.29620 9.36956 0.4 -0.6 0.6 0.01
C -6.12459 -13.70407 6.94490 0.5 -0.2 -0.5 0.00
C -5.11934 -13.71361 5.77682 0.6 1.1 1.4 0.00
N -4.46733 -15.00851 5.66643 -0.3 0.0 -0.1 0.00
C -3.37624 -15.40119 6.42651 -0.4 -1.3 -0.9 0.00
C -3.12571 -16.69934 6.03210 1.0 1.1 0.9 0.00
N -4.00196 -17.01747 5.05956 -0.9 0.2 0.0 0.00
C -4.86210 -16.00993 4.87941 0.9 -0.2 0.2 0.00
C -4.06403 -18.30798 4.40973 -0.7 -0.4 -0.3 0.00
H -6.89130 -14.45355 6.75624 -0.4 0.3 0.2 0.00
H -6.48533 -12.69233 7.11887 -0.5 -0.1 -0.3 0.00
H -5.60861 -13.95465 7.87477 0.1 -0.3 -0.1 0.00
H -4.32536 -13.02285 6.07216 0.1 0.0 -0.2 0.00
H -5.45610 -13.31579 4.82351 -0.4 -0.5 -0.1 0.00
H -2.89252 -14.78112 7.16226 0.0 0.1 -0.1 0.00
H -2.38536 -17.41143 6.36673 0.0 0.1 -0.1 0.00
H -5.71697 -16.05936 4.22714 0.1 0.3 -0.1 0.00
H -4.55924 -18.19039 3.44686 0.3 0.0 -0.1 0.00
H -4.71762 -18.95746 4.99492 0.4 -0.2 0.1 0.00
H -3.05643 -18.69931 4.30861 -0.1 -0.1 0.0 0.00
C -3.52071 -12.17527 11.05990 -1.7 -0.8 -0.3 0.00
C -2.62011 -11.93052 12.23376 0.4 0.4 -0.1 0.00
N -2.09690 -10.55402 12.39091 -0.6 -0.5 -1.0 0.00
C -1.12674 -10.01937 11.58371 1.4 1.5 1.5 0.00
C -0.80030 -8.82045 12.18100 -0.5 0.3 -1.1 0.00
N -1.69513 -8.58314 13.17278 -0.4 -1.1 0.9 0.00
C -2.48803 -9.65654 13.30045 0.9 -0.2 -0.2 0.00
C -1.71328 -7.39949 14.01441 -0.6 1.1 -0.6 0.00
H -3.92309 -13.18510 11.21370 0.4 -0.2 -0.1 0.00
H -3.05314 -12.18293 10.07842 0.4 0.2 0.2 0.00
H -4.47194 -11.64184 10.97596 0.4 0.7 0.4 0.00
H -1.76213 -12.57390 12.03634 0.2 0.1 0.5 0.00
H -3.05773 -12.16144 13.20236 -0.2 -0.3 -0.2 0.00
H -0.53551 -10.47375 10.80683 -0.5 -0.5 0.0 0.00
H -0.11898 -8.01537 11.95691 0.3 -0.4 -0.3 0.00
H -3.22836 -9.83899 14.05928 -0.1 0.2 0.0 0.00
H -0.72199 -7.09769 14.34031 0.1 -0.5 0.2 0.00
H -2.41757 -7.51089 14.83242 0.2 -0.2 0.1 0.00
H -2.08416 -6.58162 13.39141 0.0 0.0 0.1 0.00
C -6.36257 -18.77174 8.39406 1.2 0.4 0.0 0.00
C -5.13766 -17.87158 8.57541 -0.1 -0.1 0.1 0.00
N -4.76840 -17.68577 9.98656 1.1 0.7 0.6 0.00
C -5.55257 -17.76507 11.10953 -0.8 0.5 -0.2 0.00
C -4.84314 -17.30913 12.17160 0.1 -1.5 -0.4 0.00
N -3.53421 -17.17649 11.70695 -1.0 1.7 -0.2 0.00
C -3.55819 -17.26453 10.38540 -0.1 -0.6 -0.1 0.00
C -2.44296 -16.61439 12.46010 1.1 -0.5 1.3 0.00
H -6.21628 -19.67559 8.98312 -0.3 -0.1 0.0 0.00
H -6.33036 -19.04942 7.34198 -0.5 -0.1 0.0 0.00
H -7.27644 -18.24129 8.64529 -0.2 -0.2 0.0 0.00
H -5.31051 -16.87600 8.16254 -0.1 0.0 -0.1 0.00
H -4.25069 -18.29250 8.10004 -0.2 -0.1 0.0 0.00
H -6.57549 -18.08997 11.02385 0.0 0.1 0.2 0.00
H -5.16114 -17.25352 13.19762 0.3 0.0 0.1 0.00
H -2.67629 -17.15831 9.77234 -0.4 0.3 0.0 0.00
H -1.81718 -17.38339 12.92201 -0.2 -0.3 -0.3 0.00
H -2.83234 -16.06432 13.31529 -0.1 0.4 -0.3 0.00
H -1.74439 -16.03454 11.86202 -0.4 0.2 -0.2 0.00
B -1.72761 -19.54166 8.27102 -1.0 -0.9 -0.1 0.00
F -1.18505 -20.77231 8.49526 -0.3 0.6 -0.1 0.00
F -2.46909 -19.01681 9.35917 0.7 -1.1 -0.3 0.00
F -0.67806 -18.58486 8.03517 0.6 0.5 -0.2 0.05
F -2.58180 -19.46543 7.14630 0.3 -0.2 0.2 0.00
B 0.47741 -16.77690 5.25389 1.8 -0.4 -1.3 0.00
F -0.33799 -17.89505 5.30961 -0.3 0.4 -0.2 0.01
F 0.25827 -16.00390 6.44572 -1.0 1.0 0.5 0.05
F 1.82699 -17.22581 5.52372 -0.2 -0.4 0.6 0.02
F 0.46217 -15.98582 4.15118 -0.6 -0.3 0.3 0.00
B 1.73699 -17.88633 11.08340 0.5 -1.9 0.9 0.00
F 1.33884 -18.06683 9.71913 0.5 0.3 -0.4 0.04
F 2.33565 -16.57545 11.24242 0.1 1.2 0.0 0.00
F 0.60716 -17.98243 11.85674 0.0 0.5 0.0 0.00
F 2.72647 -18.78902 11.40623 -0.6 0.5 -0.3 0.00
B 2.23473 -11.57239 11.97325 0.2 3.0 -1.7 0.00
F 3.32494 -12.39971 12.28894 1.1 -1.2 0.8 0.00
F 1.12536 -12.44359 12.01097 -0.8 -0.9 0.7 0.00
F 2.10851 -10.46846 12.78138 -0.1 -0.9 0.2 0.00
F 2.41430 -11.18355 10.64113 -0.3 -0.3 0.3 0.00
```
Forces are in eV/Å.

## Properties
gap between HOMO and LUMO (alpha / beta)	0.3347 / 0.3345	Ha
net charge	+2
E_HOMO (alpha / beta)	-0.5410 / -0.5410	Ha
spin multiplicity	6
LUMO level (alpha / beta)	-5.61 / -5.62	eV

Record 3
The following is a DFT calculation (ωB97M-V/def2-TZVPD) of 7 unconnected molecules or ions with the total composition C18H33BBr3NO27S6.

Structure (XYZ):
```
89
Properties=species:S:1:pos:R:3:forces:R:3:lowdin_charge:R:1
C 5.18587 -2.54266 -2.54148 -0.5 -0.2 0.5 -0.13
C 5.05686 -2.72939 -1.04873 0.1 -0.2 -0.2 -0.71
Br 3.54901 -3.83077 -0.60842 0.4 0.5 -0.2 0.83
C 5.82389 -2.20867 -0.08652 -0.1 -1.2 -0.1 -0.59
Br 7.28192 -1.08227 -0.63439 -0.3 -0.4 0.5 0.86
C 5.66957 -2.37755 1.42259 1.2 1.7 -1.0 -0.52
O 6.01432 -1.41977 2.06698 -0.5 -0.6 0.7 0.09
O 5.32125 -3.57632 1.92782 -0.7 0.1 -0.7 -0.03
C 4.42232 -3.65799 3.01987 0.0 0.2 2.3 -0.65
C 3.89001 -2.36939 3.65423 -0.4 0.7 -0.6 -0.10
Br 2.77310 -4.74526 2.63567 0.4 0.0 -0.3 0.81
B 5.10980 -4.56161 4.19243 -0.1 -0.9 0.3 -0.61
N 5.50498 -5.95665 3.99167 -0.4 0.3 -0.1 0.14
O 5.28776 -4.03103 5.46509 0.6 0.1 -0.9 0.14
H 4.29257 -1.98757 -2.86326 0.3 -0.1 -0.1 0.08
H 6.08822 -2.01933 -2.85193 -0.1 -0.1 0.2 0.05
H 5.14593 -3.54380 -2.98657 0.0 0.3 -0.1 0.08
H 3.56863 -1.61317 2.92303 0.0 -0.3 0.0 0.09
H 3.00625 -2.62732 4.24260 0.3 0.0 0.0 0.05
H 4.59572 -1.86692 4.32132 0.1 -0.3 -0.3 0.09
H 4.77434 -6.50926 3.55636 0.3 0.0 -0.4 0.04
H 6.37095 -6.06401 3.47501 0.0 -0.2 0.1 0.08
H 6.08111 -3.47800 5.47821 -0.3 0.3 0.4 0.12
C -1.23948 -5.56587 4.94923 0.0 0.0 0.5 -0.15
C -2.41988 -4.67182 4.63778 -0.3 -0.4 -0.4 -0.16
O -1.83969 -3.38230 4.39904 0.3 -0.1 0.3 -0.21
S -0.38560 -3.56549 3.73420 -0.1 -0.5 0.2 0.55
O -0.51379 -3.41835 2.32897 0.1 0.1 0.0 -0.23
O 0.54348 -2.81304 4.49376 -0.1 0.3 -0.1 -0.22
O -0.20115 -5.12261 4.06621 -0.3 0.3 -0.3 -0.22
H -0.89568 -5.42906 5.97641 0.0 0.0 0.0 0.14
H -1.45875 -6.61663 4.77880 0.2 0.0 -0.2 0.14
H -3.13536 -4.62409 5.45418 0.1 0.3 0.0 0.14
H -2.93033 -4.98937 3.72569 0.0 0.0 0.0 0.14
C 3.68281 1.67127 -0.10950 -0.4 -0.1 0.4 -0.15
C 3.96617 0.29527 -0.65712 0.6 -0.1 -0.1 -0.18
O 3.09595 0.14889 -1.78518 1.6 1.9 -0.2 -0.26
S 2.90396 1.59851 -2.47084 0.5 -0.5 0.6 0.63
O 3.78477 1.71054 -3.57484 -0.2 0.2 -0.2 -0.20
O 1.51358 1.84873 -2.57495 0.1 0.3 -0.1 -0.24
O 3.48275 2.48833 -1.26595 0.2 -0.2 -0.3 -0.17
H 2.76432 1.68332 0.48240 0.0 0.0 0.0 0.14
H 4.50416 2.05626 0.49001 0.0 0.1 -0.2 0.14
H 3.76934 -0.49130 0.06700 -0.3 0.0 -0.1 0.13
H 4.99984 0.21133 -1.00604 -0.1 0.1 0.1 0.07
C -2.38002 2.75974 -2.18778 0.2 -0.4 -0.4 -0.16
C -1.03341 3.43148 -2.10112 0.0 -0.2 0.4 -0.15
O -1.27633 4.79031 -2.51060 -0.5 0.0 -0.2 -0.18
S -2.74902 5.21869 -2.05948 0.4 -0.7 0.1 0.60
O -2.66634 5.94287 -0.84078 -0.3 0.2 -0.1 -0.23
O -3.43011 5.73962 -3.19325 -0.1 0.3 0.1 -0.23
O -3.31483 3.75668 -1.73643 0.2 0.3 0.2 -0.18
H -2.62994 2.49822 -3.21877 0.0 0.0 0.0 0.14
H -2.43280 1.86517 -1.56399 -0.1 0.6 -0.2 0.09
H -0.29946 2.95775 -2.73817 0.1 0.3 -0.2 0.10
H -0.66389 3.44816 -1.07310 0.0 0.0 0.0 0.14
C -5.80687 8.11881 -3.90642 0.5 0.0 0.3 -0.17
C -6.84364 7.98065 -2.81537 -0.2 -0.5 -0.1 -0.16
O -7.54290 9.23272 -2.82239 0.3 0.2 -0.2 -0.19
S -7.58956 9.80861 -4.32020 0.3 -0.4 0.2 0.60
O -8.83865 9.46914 -4.90094 0.0 0.2 -0.2 -0.22
O -7.10564 11.14072 -4.30081 -0.2 0.1 0.0 -0.22
O -6.46741 8.85176 -4.94922 -0.4 0.0 0.2 -0.19
H -4.94939 8.70298 -3.56797 0.0 0.0 0.0 0.14
H -5.46387 7.15634 -4.27519 -0.1 0.1 -0.2 0.12
H -6.40094 7.79380 -1.84089 -0.1 0.3 0.1 0.14
H -7.56107 7.18966 -3.04558 0.0 0.0 0.0 0.13
C -1.56842 -2.37617 -3.02829 -0.2 -0.1 -0.4 -0.16
C -0.43973 -3.37261 -2.85763 -0.1 -0.1 0.5 -0.16
O 0.73945 -2.64925 -3.22672 -0.2 0.2 -0.3 -0.19
S 0.56239 -1.10205 -2.82274 -0.6 -0.7 0.2 0.61
O 1.19884 -0.89353 -1.57408 -1.8 -0.8 0.0 -0.23
O 0.83937 -0.31852 -3.96847 0.2 -0.1 -0.1 -0.20
O -1.02726 -1.12938 -2.58214 0.3 -0.1 0.1 -0.19
H -1.85057 -2.27126 -4.07822 0.0 0.0 0.0 0.14
H -2.44628 -2.63820 -2.44274 0.1 0.2 0.1 0.14
H -0.56021 -4.25135 -3.48574 0.2 0.1 -0.1 0.14
H -0.33644 -3.68258 -1.81465 -0.1 0.0 0.0 0.13
C -3.10440 0.31996 2.93194 -0.3 -0.2 0.4 -0.15
C -2.78914 -1.03357 2.33197 0.6 0.1 0.0 -0.17
O -3.70650 -1.16048 1.23541 -0.3 0.3 0.1 -0.18
S -3.98769 0.28750 0.60485 0.2 -0.2 0.6 0.62
O -3.14229 0.45867 -0.52579 -0.3 -0.3 0.1 -0.23
O -5.38684 0.48456 0.53561 -0.1 -0.1 -0.3 -0.20
O -3.38883 1.16126 1.80627 0.2 -0.2 -0.3 -0.18
H -3.99516 0.28047 3.56230 0.0 0.0 0.0 0.14
H -2.27362 0.72234 3.50572 0.0 0.2 -0.2 0.14
H -2.92297 -1.84743 3.03947 -0.2 0.0 -0.2 0.11
H -1.77338 -1.06607 1.93130 0.0 0.0 0.1 0.13
```
Forces are in eV/Å.

## Properties
gap between HOMO and LUMO	0.3494	Ha
E_HOMO	-0.3628	Ha
LUMO level	-0.37	eV
structure (SMILES)	C/C(Br)=C(\Br)C(=O)O[C@@](C)(Br)B(N)O.O=S1(=O)OCCO1.O=S1(=O)OCCO1.O=S1(=O)OCCO1.O=S1(=O)OCCO1.O=S1(=O)OCCO1.O=S1(=O)OCCO1